ORCA calculation (ωB97M-V/def2-TZVPD) on a molecular structure, C33H50N6O2PRhSSb in a non-equilibrium geometry.

Geometry as ORCA input:
```
! wB97M-V def2-TZVPD RIJCOSX def2/J DEFGRID3
* xyz 3 1
Rh 0.4689 0.1181 1.1999
C -0.6742 5.3513 1.2624
N -0.7857 4.5841 2.5989
C 0.4774 4.8919 3.4295
N 1.6438 4.5714 2.6876
C 1.6942 5.3317 1.4377
N 0.5359 5.0212 0.5989
C 0.5766 3.6700 0.0519
P 0.5336 2.4314 1.4302
C -0.9241 3.1153 2.3581
C 1.8701 3.1465 2.5014
H -0.7025 6.4118 1.5109
H -1.5469 5.0900 0.6646
H -1.6053 4.9259 3.1070
H 0.4113 4.3162 4.3518
H 0.4448 5.9576 3.6542
H 2.6112 5.0968 0.9015
H 1.6930 6.3973 1.6668
H 1.4971 3.5377 -0.5192
H -0.2591 3.5058 -0.6313
H -1.0020 2.5934 3.3145
H -1.8366 2.9370 1.7876
H 2.8396 2.9899 2.0262
H 1.8809 2.6227 3.4578
N 1.1526 -0.4635 5.5085
C 0.9985 -0.7336 4.2173
O 0.6675 0.2117 3.4081
C 1.1854 -2.0850 3.7766
C 1.4502 -3.1648 4.6554
N 1.6351 -4.0386 5.3795
C 1.0053 -2.1937 2.4262
N 0.7741 -1.9906 1.2948
H 1.0353 0.4727 5.8568
H 1.4215 -1.1850 6.1622
O 1.6458 0.0387 -0.5816
S 2.3818 -1.2447 -1.0697
C 1.2021 -2.0520 -2.1706
C 1.7904 -3.3391 -2.6851
C 2.3431 -4.2683 -1.8023
C 2.8972 -5.4454 -2.2803
C 2.8946 -5.7084 -3.6437
C 2.3259 -4.7987 -4.5236
C 1.7814 -3.6149 -4.0481
C 3.5880 -0.5707 -2.2667
C 2.9965 0.1053 -3.4629
C 3.0836 -0.4982 -4.7134
C 2.5596 0.1315 -5.8338
C 1.9433 1.3679 -5.7116
C 1.8567 1.9786 -4.4667
C 2.3812 1.3515 -3.3480
H 0.9501 -1.3471 -2.9640
H 0.3316 -2.2177 -1.5307
H 2.3327 -4.0765 -0.7342
H 3.3286 -6.1599 -1.5924
H 3.3340 -6.6225 -4.0189
H 2.3060 -5.0117 -5.5839
H 1.3365 -2.9083 -4.7389
H 4.1936 -1.4401 -2.5287
H 4.1822 0.1014 -1.6455
H 3.5826 -1.4543 -4.8154
H 2.6457 -0.3378 -6.8046
H 1.5476 1.8636 -6.5877
H 1.3981 2.9551 -4.3792
H 2.3281 1.8295 -2.3769
C -1.5776 -3.5588 -0.3647
C -2.5459 -2.8605 0.5756
C -3.9913 -3.0091 0.1225
Sb -2.0818 -0.7079 0.8271
C -3.2185 0.0198 2.5381
C -2.6207 -0.5236 3.8326
C -4.6953 -0.3213 2.3806
C -2.6383 0.5429 -0.8861
C -3.8164 -0.0504 -1.6476
C -1.4358 0.7851 -1.7946
H -1.8124 -4.6259 -0.3631
H -0.5406 -3.4509 -0.0633
H -1.7015 -3.2065 -1.3909
H -2.4176 -3.2125 1.6015
H -4.1196 -2.7342 -0.9213
H -4.7066 -2.4539 0.7246
H -4.2434 -4.0683 0.2173
H -3.0850 1.1036 2.4838
H -2.7895 -1.5981 3.9236
H -3.1139 -0.0521 4.6856
H -1.5509 -0.3291 3.9102
H -4.8701 -1.3927 2.4658
H -5.1209 0.0372 1.4419
H -5.2485 0.1571 3.1921
H -2.9399 1.4742 -0.3969
H -3.5281 -0.9585 -2.1766
H -4.1494 0.6712 -2.3969
H -4.6708 -0.2738 -1.0087
H -1.1870 -0.1135 -2.3613
H -0.5387 1.0936 -1.2566
H -1.6797 1.5657 -2.5192
*
```

Summary:
- lowest unoccupied orbital energy (spin up / spin down) (eV) = -10.2747 / -10.2733

ORCA calculation (ωB97M-V/def2-TZVPD) on 16 unconnected molecules or ions with the total composition C33H51FN16O4S in a non-equilibrium geometry.

Geometry as ORCA input:
```
! wB97M-V def2-TZVPD RIJCOSX def2/J DEFGRID3
* xyz 0 1
O -3.4711 6.1685 3.6969
C -2.5841 5.6702 3.1353
O -1.8265 6.4282 2.2832
C -2.2169 4.1957 3.3767
C -2.8923 3.1974 2.3858
N -2.2585 3.0944 1.0477
S -0.8024 2.2635 1.0747
O -0.7165 1.3240 2.1492
O -0.6604 1.6126 -0.1929
F 0.4145 3.3050 1.1767
H -1.5713 5.8837 1.5257
H -2.6187 3.9516 4.3701
H -1.1268 4.0338 3.3710
H -3.9595 3.4284 2.2345
H -2.8847 2.2160 2.8802
H -2.0489 4.0440 0.7332
C 0.0081 9.5672 0.7906
C 0.0658 8.1870 0.2961
N 0.1125 7.1171 -0.0911
H -0.4656 9.5847 1.7720
H 1.0150 9.9712 0.8697
H -0.5672 10.1783 0.1014
C -1.9800 -1.0923 -1.4257
C -3.4332 -1.2429 -1.5583
N -4.5606 -1.3599 -1.6608
H -1.5259 -0.9759 -2.4088
H -1.7602 -0.2101 -0.8273
H -1.5572 -1.9728 -0.9392
C 2.7247 4.9290 -0.4446
C 3.5448 4.5338 -1.5986
N 4.1810 4.2303 -2.4921
H 2.4379 4.0475 0.1235
H 3.2893 5.6006 0.1999
H 1.8273 5.4408 -0.7892
C 5.8194 6.9483 -4.3314
C 5.5084 8.3787 -4.4946
N 5.2628 9.4835 -4.6173
H 4.9243 6.3529 -4.4985
H 6.5804 6.6496 -5.0443
H 6.1840 6.7636 -3.3229
C 1.4930 -3.4083 0.7867
C 0.1006 -3.6284 0.3732
N -0.9791 -3.8030 0.0581
H 1.5531 -3.3692 1.8701
H 2.1185 -4.2226 0.4257
H 1.8571 -2.4683 0.3744
C 0.7796 -4.9942 5.1222
C 1.9278 -4.5594 4.3111
N 2.8164 -4.2279 3.6820
H 1.0612 -5.8035 5.7839
H 0.4194 -4.1562 5.7183
H -0.0221 -5.3352 4.4698
C -6.3919 -3.0601 -4.3150
C -6.6177 -3.5763 -5.6744
N -6.7921 -3.9753 -6.7251
H -6.8599 -3.7194 -3.5865
H -5.3246 -3.0061 -4.1107
H -6.8215 -2.0649 -4.2210
C -0.2309 -5.8824 8.9230
C -0.3951 -6.6257 7.6650
N -0.5327 -7.2174 6.6998
H 0.7695 -5.4548 8.9714
H -0.9653 -5.0804 8.9760
H -0.3735 -6.5535 9.7681
C -2.9843 -6.8720 -0.2117
C -3.1508 -8.1945 0.4101
N -3.2798 -9.2178 0.8911
H -2.2853 -6.2743 0.3701
H -2.5959 -6.9825 -1.2214
H -3.9446 -6.3600 -0.2465
C -1.9102 -10.3542 6.6726
C -2.1157 -11.6731 7.2920
N -2.2729 -12.6923 7.7716
H -1.2066 -9.7730 7.2641
H -1.5132 -10.4752 5.6666
H -2.8565 -9.8192 6.6190
C -6.9442 1.5484 -2.4665
C -6.5833 2.4716 -1.3791
N -6.3010 3.1821 -0.5366
H -7.9587 1.1817 -2.3211
H -6.8858 2.0629 -3.4242
H -6.2565 0.7025 -2.4718
C 5.5348 1.2879 -4.0807
C 5.3743 -0.1747 -4.0409
N 5.2500 -1.3051 -4.0099
H 6.5796 1.5466 -4.2324
H 4.9475 1.6989 -4.8992
H 5.1918 1.7244 -3.1446
C -0.8185 -9.7302 -2.2583
C -0.2374 -8.5399 -1.6199
N 0.2234 -7.6210 -1.1295
H -0.4003 -10.6294 -1.8100
H -1.8988 -9.7331 -2.1197
H -0.5940 -9.7237 -3.3237
C 9.2850 3.4156 -4.0175
C 7.9966 3.9240 -4.5122
N 7.0037 4.3258 -4.8991
H 9.9163 4.2477 -3.7111
H 9.1200 2.7597 -3.1641
H 9.7877 2.8570 -4.8051
C 1.8220 8.2813 -3.9800
C 1.2299 9.0640 -2.8859
N 0.7746 9.6676 -2.0368
H 1.0799 8.1174 -4.7593
H 2.6710 8.8197 -4.4005
H 2.1614 7.3177 -3.6017
*
```

Summary:
- lowest unoccupied orbital energy (eV) = 0.0417

ORCA calculation (ωB97M-V/def2-TZVPD) on a molecular structure, C33H52MnN3O3P2 in a non-equilibrium geometry.

Geometry as ORCA input:
```
! wB97M-V def2-TZVPD RIJCOSX def2/J DEFGRID3
* xyz 1 6
C -1.9101 -1.6671 -0.7254
C 0.2059 -1.4240 -1.7082
C -2.2104 -2.7158 -1.5898
C -0.0863 -2.3982 -2.6617
C -1.3033 -3.0693 -2.5772
H -3.1823 -3.2013 -1.4783
H 0.6605 -2.6090 -3.4294
H -1.5332 -3.8564 -3.2957
N -0.6834 -1.1084 -0.7241
P -2.4605 0.6188 0.7636
P 2.1804 -0.4787 0.0261
C -2.9224 -1.1012 0.2493
H -3.9301 -1.1269 -0.1923
H -2.9591 -1.7340 1.1507
C 0.2043 1.4814 1.8733
O 0.3993 2.2961 2.6948
C 1.4740 -0.6598 -1.6711
H 2.1769 -0.8585 -2.4719
C 3.6498 0.7424 -0.2112
C 2.8633 -2.2253 0.3013
C -3.2669 1.6991 -0.5869
C -3.3439 0.7980 2.4388
C 3.2094 2.1088 0.3411
H 2.8863 2.0343 1.3870
H 4.0695 2.7937 0.2892
H 2.3921 2.5451 -0.2424
C 4.8712 0.2895 0.5943
H 4.6378 0.1835 1.6604
H 5.3022 -0.6426 0.2099
H 5.6460 1.0659 0.5018
C 4.0626 0.9102 -1.6793
H 4.9145 1.6075 -1.7038
H 4.4012 -0.0244 -2.1405
H 3.2620 1.3431 -2.2898
C 3.5827 -2.2802 1.6661
H 3.1372 -1.5804 2.3859
H 3.4829 -3.2933 2.0807
H 4.6537 -2.0694 1.5812
C 1.6841 -3.2087 0.3524
H 0.9309 -2.8957 1.0864
H 1.2017 -3.3245 -0.6240
H 2.0698 -4.1940 0.6547
C 3.8064 -2.6040 -0.8635
H 3.8725 -1.8608 -1.6671
H 4.8235 -2.7902 -0.4943
H 3.4550 -3.5371 -1.3263
C -3.1376 2.2229 2.9752
H -3.4828 2.2502 4.0199
H -2.0777 2.5120 2.9676
H -3.7205 2.9679 2.4216
C -2.6919 -0.1795 3.4330
H -2.8746 -1.2273 3.1593
H -1.6094 -0.0186 3.5059
H -3.1299 -0.0123 4.4308
C -4.8417 0.4616 2.3597
H -5.2054 0.2686 3.3803
H -5.4407 1.2908 1.9683
H -5.0454 -0.4415 1.7685
C -2.6866 1.3542 -1.9708
H -3.2950 1.8548 -2.7393
H -1.6605 1.7209 -2.0737
H -2.7004 0.2776 -2.1778
C -2.9414 3.1707 -0.2822
H -1.8573 3.3373 -0.2051
H -3.3217 3.7883 -1.1100
H -3.4184 3.5245 0.6390
C -4.7858 1.4942 -0.6657
H -5.0608 0.4409 -0.8061
H -5.3146 1.8970 0.2039
H -5.1522 2.0462 -1.5448
Mn -0.1188 0.4554 0.4704
N 0.3302 1.6096 -0.9210
C 0.8498 1.1274 -1.9478
C 0.9463 1.6256 -3.3054
C 0.7935 3.0123 -3.4076
C 1.1335 0.8269 -4.4528
C 0.9059 3.6293 -4.6474
H 0.5994 3.5695 -2.4858
C 1.2244 1.4553 -5.6960
H 1.1867 -0.2597 -4.3630
C 1.1268 2.8508 -5.7913
H 0.8203 4.7124 -4.7053
H 1.3738 0.8515 -6.5912
H 1.2179 3.3361 -6.7622
N -0.4965 -2.7021 4.8886
C 0.8969 -2.2843 4.5432
C 0.7137 -1.3810 3.3242
O 1.4760 -0.4034 3.1673
O -0.2701 -1.7383 2.5888
H -0.9845 -1.9340 5.3690
H -0.5199 -3.5132 5.5079
H -0.9736 -2.8807 3.9799
H 1.3731 -1.7690 5.3774
H 1.4700 -3.1758 4.2679
*
```

Summary:
- energy above the lowest of the compared OMol25 structures with the same formula, charge and spin (eV) = 0.0000
- lowest unoccupied orbital energy (spin up / spin down) (eV) = -2.6273 / -2.8559

ORCA calculation (ωB97M-V/def2-TZVPD) on a molecular structure, C33H53BN17OPSY.

Geometry as ORCA input:
```
! wB97M-V def2-TZVPD RIJCOSX def2/J DEFGRID3
* xyz 1 1
Y 0.1476 -0.0360 -0.2800
N 4.6463 1.3650 -1.7608
C 3.3662 1.2593 -1.3220
S 2.2281 0.4296 -2.2978
N 3.1691 1.8433 -0.1570
N 1.9240 1.6594 0.3678
C 1.6923 2.4512 1.3313
C 0.4185 2.4411 2.0399
C 0.1982 3.3603 3.0562
C -1.0068 3.3492 3.7337
C -1.9582 2.4015 3.3842
C -1.6571 1.5238 2.3632
N -0.5048 1.5370 1.6864
H 4.8493 1.1012 -2.7082
H 5.2682 1.9955 -1.2809
H 2.4497 3.1726 1.6173
H 0.9762 4.0756 3.2989
H -1.2016 4.0633 4.5250
H -2.9147 2.3407 3.8886
H -2.3672 0.7646 2.0756
C -5.1141 -1.6413 0.7127
C -3.7048 -1.2712 1.1908
C -3.6759 -1.1835 2.7184
C -2.6950 -2.2467 0.6458
C -2.8288 -3.6459 0.6442
C -1.7678 -4.0993 -0.1102
N -1.0593 -3.0341 -0.5136
N -1.5981 -1.8899 -0.0248
B 0.0881 -3.1057 -1.5416
N -0.1351 -2.1189 -2.7061
C -0.0387 -2.4984 -3.9874
C -0.2668 -1.4035 -4.7777
C -0.4625 -0.3345 -3.8890
N -0.3969 -0.7778 -2.6213
C -0.6933 1.0765 -4.4025
C -1.0978 2.1238 -3.3702
C 0.5322 1.5740 -5.1895
N 1.4692 -2.9078 -0.8649
C 2.4535 -3.8114 -0.9295
C 3.5403 -3.3188 -0.2456
C 3.1356 -2.0680 0.2331
N 1.8691 -1.8216 -0.1511
C 4.0111 -1.1188 1.0165
C 3.3476 -0.5460 2.2724
C 5.3345 -1.7810 1.4028
H -5.8174 -0.8294 0.9199
H -5.4767 -2.5350 1.2280
H -5.1284 -1.8527 -0.3598
H -3.4745 -0.2912 0.7884
H -4.0087 -2.1277 3.1597
H -4.3475 -0.3939 3.0724
H -2.6683 -0.9712 3.0738
H -3.6220 -4.2370 1.0813
H -1.4882 -5.0999 -0.4103
H 0.0926 -4.2164 -2.0029
H 0.1652 -3.5283 -4.2441
H -0.2676 -1.3586 -5.8573
H -1.5066 0.9723 -5.1234
H -0.4455 2.1019 -2.5000
H -2.1342 2.0065 -3.0504
H -1.0016 3.1232 -3.8029
H 1.3606 1.7858 -4.5109
H 0.2728 2.4906 -5.7268
H 0.8766 0.8347 -5.9168
H 2.3129 -4.7456 -1.4542
H 4.4933 -3.8064 -0.1092
H 4.2518 -0.2936 0.3574
H 3.4604 -1.2467 3.1067
H 2.2866 -0.3487 2.1396
H 3.8333 0.3920 2.5555
H 5.1650 -2.6619 2.0321
H 5.9449 -1.0742 1.9710
H 5.9116 -2.0891 0.5275
C 2.3677 4.1308 -2.3297
C 1.0398 4.5376 -1.7765
N 0.2786 3.8540 -0.9509
C -0.8317 4.6516 -0.7180
C -0.7402 5.8198 -1.4037
N 0.4556 5.7297 -2.0809
H 2.2754 3.2087 -2.9080
H 3.0710 3.9373 -1.5201
H 2.7736 4.9113 -2.9738
H -1.6180 4.3552 -0.0392
H -1.3939 6.6735 -1.4792
H 0.8467 6.4298 -2.6832
C -0.8755 -3.2209 3.9427
P 0.4495 -2.1852 3.3246
C 1.7236 -3.3805 2.9317
C 0.9897 -1.2460 4.7503
O 0.0607 -1.2945 2.1772
H -0.4501 -4.0261 4.5496
H -1.4130 -3.6481 3.0941
H -1.5653 -2.6432 4.5560
H 2.2441 -3.7042 3.8376
H 2.4345 -2.9566 2.2267
H 1.2505 -4.2460 2.4620
H 1.3966 -1.9060 5.5212
H 0.1293 -0.7093 5.1558
H 1.7484 -0.5221 4.4488
N -5.1484 0.2461 -2.4374
N -4.1384 0.7080 -1.6196
N -4.2571 1.8269 -0.9344
C -3.0421 1.9090 -0.4119
N -2.2571 0.8848 -0.7756
N -2.9991 0.1108 -1.5680
H -6.0316 0.5457 -2.0584
H -5.0531 -0.7515 -2.5506
H -2.7307 2.7213 0.2242
*
```

Summary:
- energy above the lowest of the compared OMol25 structures with the same formula, charge and spin (eV) = 1.0339
- lowest unoccupied orbital energy (eV) = -2.6585

ORCA calculation (ωB97M-V/def2-TZVPD) on 3 unconnected molecules or ions with the total composition C33H53F3N4O2 in a non-equilibrium geometry.

Geometry as ORCA input:
```
! wB97M-V def2-TZVPD RIJCOSX def2/J DEFGRID3
* xyz 0 3
C 3.8798 1.9364 -2.9310
C 4.2728 3.3536 -2.2889
C 5.2354 3.2233 -0.9753
C 4.2838 2.6792 0.2044
C 4.0511 1.1283 0.2778
C 3.0944 0.4565 1.3637
N 2.9366 -0.9588 1.2899
C 2.0731 -1.4814 2.3174
C 1.8088 -3.0758 2.3003
C 3.1936 -3.8614 1.9591
F 2.9205 -5.2247 1.5084
C 1.3977 -0.5691 3.3546
F 0.5527 -1.2227 4.3263
N 1.4987 0.8529 3.4727
C 2.3711 1.3120 2.4334
C 2.6238 2.8820 2.3711
C 3.5600 3.5587 1.2445
C 3.7474 5.1543 1.1967
C 5.1631 5.4886 1.8692
F 3.6691 5.6852 -0.1471
H 2.9346 1.5475 -2.3840
H 4.6759 1.1143 -2.7773
H 3.5926 1.9820 -4.0452
H 3.3064 3.8467 -1.8925
H 4.7481 4.0397 -3.0742
H 5.7213 4.2192 -0.6885
H 6.0174 2.3887 -1.1496
H 4.5596 0.4554 -0.4858
H 1.3053 -3.4555 3.2497
H 1.1445 -3.2498 1.3659
H 3.8406 -3.8233 2.8983
H 3.7716 -3.3706 1.0996
H 2.1352 3.5914 3.1335
H 2.9093 5.6805 1.7944
H 5.1495 5.0449 2.9390
H 5.9889 4.9217 1.3044
H 5.3928 6.6140 1.8778
C -1.6436 -0.2198 -4.0790
C -0.8194 0.3202 -5.2738
C -1.4385 -0.1847 -6.5944
C -1.1900 -1.6684 -6.8385
C 0.2984 -1.9856 -6.7623
C 0.9805 -1.4789 -5.4722
N 0.6180 -0.0693 -5.1276
O 1.3517 0.7564 -5.9396
C 0.6241 -2.4067 -4.2865
C 2.5118 -1.6822 -5.6391
C -1.0285 1.8557 -5.1900
H -2.6080 0.2928 -4.0059
H -1.8923 -1.2763 -4.1584
H -1.1226 -0.0545 -3.1312
H -1.0269 0.3811 -7.4393
H -2.5174 0.0045 -6.6012
H -1.7484 -2.2784 -6.1217
H -1.5690 -1.9417 -7.8287
H 0.4368 -3.0682 -6.8584
H 0.7865 -1.5387 -7.6372
H 0.9870 -1.9925 -3.3409
H 1.0892 -3.3901 -4.4058
H -0.4416 -2.6045 -4.1883
H 2.9057 -1.1833 -6.5288
H 2.7531 -2.7432 -5.7534
H 3.0584 -1.3122 -4.7661
H -0.6105 2.2592 -4.2623
H -2.0939 2.1042 -5.2064
H -0.5797 2.3910 -6.0307
C -2.3803 -1.7347 5.0874
C -3.1925 -0.4440 4.8151
C -4.0602 -0.1139 6.0479
C -5.2435 -1.0604 6.2126
C -6.0784 -1.1075 4.9385
C -5.2577 -1.4069 3.6643
N -4.0037 -0.5979 3.5669
O -4.3512 0.6509 3.1470
C -4.9054 -2.9122 3.6045
C -6.1972 -1.2092 2.4428
C -2.0982 0.6482 4.6799
H -1.5724 -1.5462 5.8009
H -2.9665 -2.5367 5.5328
H -1.9142 -2.1104 4.1720
H -4.4423 0.9116 5.9712
H -3.4494 -0.1413 6.9569
H -4.9024 -2.0642 6.4838
H -5.8690 -0.7182 7.0438
H -6.8693 -1.8562 5.0590
H -6.5885 -0.1424 4.8300
H -4.2143 -3.1213 2.7823
H -5.8013 -3.5170 3.4325
H -4.4717 -3.2989 4.5246
H -6.6412 -0.2105 2.4136
H -7.0340 -1.9133 2.4778
H -5.6646 -1.3771 1.5016
H -1.4509 0.4518 3.8201
H -1.4632 0.6745 5.5704
H -2.5142 1.6537 4.5746
*
```

Summary:
- lowest unoccupied orbital energy (eV) = -1.3110